Entry from OMol25: one molecule with the formula C2H7N3O (wB97M-V/def2-TZVPD).

Calculated values
SMILES   CN/N=C/NO
Gap between HOMO and LUMO   9.0 eV
E_LUMO   0.0357 hartree
HOMO energy   -8.045 eV

Each line ends with the Mulliken charge.
Atoms and positions in Å:
1 C 1.99195 0.29088 0.14267  -0.810
2 N 1.17850 -0.84218 -0.44682  -0.369
3 N -0.18674 -0.75964 -0.19282  -0.373
4 C -0.78987 0.38264 -0.31560  0.112
5 N -2.18259 0.49190 -0.29105  -0.141
6 O -2.91994 -0.65971 0.07108  -0.435
7 H 3.04465 -0.05591 0.24389  0.308
8 H 1.60782 0.48156 1.22144  0.313
9 H 1.95998 1.17708 -0.51852  0.279
10 H 1.46327 -1.69967 -0.05369  0.247
11 H -0.24767 1.30736 -0.52690  0.251
12 H -2.62057 1.27831 0.27538  0.261
13 H -2.29878 -1.39259 0.39094  0.358

Entry from OMol25: a 2-piece molecular cluster, C3H3IO2 overall (wB97M-V/def2-TZVPD).

Calculated values
Gap between HOMO and LUMO   9.0 eV
E_LUMO   0.0083 hartree
HOMO energy   -8.727 eV

Each line ends with the Mulliken charge.
Atoms and positions in Å:
1 C -0.66620 1.05622 -0.03278  0.316
2 C 0.85343 -1.38452 1.26824  0.232
3 C 0.06219 0.00668 -0.34085  -0.722
4 O 0.55596 -1.19228 2.35714  -0.283
5 O -1.06146 1.93804 -0.92935  -0.440
6 I 0.66577 -0.86981 -2.20974  0.028
7 H -0.75309 1.21386 0.97552  0.392
8 H 1.54567 -2.15567 0.65257  0.223
9 H -1.20228 1.38747 -1.74076  0.255

Entry from OMol25: an isolated ion of composition C8H17N5O3P and charge +1 (wB97M-V/def2-TZVPD).

Calculated values
SMILES   [H]/N=C(/C)Cc1n/c(=[NH+]/P(=O)(O)O)n(CCC)[nH]1
Gap between HOMO and LUMO   9.9 eV
E_LUMO   -0.1239 hartree
Total charge   +1
HOMO energy   -13.246 eV

Each line ends with the Mulliken charge.
Atoms and positions in Å:
1 H -5.12291 0.73144 -2.57490  0.245
2 N -5.10636 1.03428 -1.59970  -0.648
3 C -4.03323 0.69572 -1.02636  0.643
4 C -3.81687 1.03640 0.41443  -1.168
5 C -2.92922 -0.09764 -1.75036  -0.667
6 C -1.61086 0.02290 -1.09975  0.310
7 N -0.89772 1.14528 -1.18395  -0.628
8 C 0.20644 0.90261 -0.47494  0.523
9 N 1.15397 1.87135 -0.33119  -0.234
10 P 2.62113 1.92992 0.47855  0.740
11 O 3.28986 3.18380 0.16359  -0.701
12 O 2.36967 1.81427 2.05518  -0.465
13 O 3.47569 0.68525 0.00518  -0.369
14 N 0.22621 -0.33813 0.04206  0.499
15 C 1.11330 -1.13015 0.89115  -1.043
16 C 2.05587 -2.05055 0.11418  -0.073
17 C 3.23689 -2.41472 0.99884  -1.343
18 N -0.95902 -0.87953 -0.37477  -0.326
19 H -2.99744 1.74114 0.53802  0.292
20 H -4.70828 1.46985 0.84081  0.379
21 H -3.54655 0.11870 0.93843  0.330
22 H -2.82887 0.35832 -2.72854  0.401
23 H -3.25718 -1.12589 -1.87875  0.371
24 H 0.92383 2.74313 -0.78808  0.285
25 H 1.42785 1.94292 2.22523  0.370
26 H 4.33730 0.80353 0.43403  0.323
27 H 1.65805 -0.54502 1.62244  0.466
28 H 0.46327 -1.78429 1.46572  0.468
29 H 1.55338 -2.97856 -0.14855  0.416
30 H 2.39259 -1.58604 -0.80692  0.307
31 H 3.92948 -3.06560 0.48289  0.377
32 H 3.78637 -1.53124 1.30974  0.290
33 H 2.89090 -2.89772 1.90909  0.382
34 H -1.29754 -1.80575 -0.16282  0.250

Entry from OMol25: a 2-piece molecular cluster, C4H12N2 overall (wB97M-V/def2-TZVPD).

Calculated values
SMILES   C=CN.CCN
Gap between HOMO and LUMO   8.2 eV
E_LUMO   0.0243 hartree
HOMO energy   -7.510 eV

Each line ends with the Mulliken charge.
Atoms and positions in Å:
1 C -3.68282 0.92749 -0.90388  -0.701
2 C -2.29422 0.83760 -0.88080  -0.013
3 N -1.57964 -0.40222 -0.99564  -0.375
4 H -4.34901 0.41441 -0.24829  0.292
5 H -4.17306 1.35978 -1.79622  0.193
6 H -1.75184 1.67658 -1.37157  0.220
7 H -0.75059 -0.48861 -1.59469  0.201
8 H -1.89686 -1.24129 -0.52352  0.189
9 C 2.56297 0.84927 0.62402  -0.956
10 C 1.70750 -0.50148 0.70999  -0.029
11 N 2.67527 -1.48394 1.28303  -0.655
12 H 3.25870 0.60302 -0.16977  0.279
13 H 2.05514 1.85071 0.40016  0.292
14 H 3.05657 1.06084 1.64290  0.245
15 H 0.86441 0.00819 1.29821  0.182
16 H 1.35378 -0.91606 -0.31908  0.143
17 H 2.41439 -2.41528 1.05625  0.250
18 H 2.48840 -1.38647 2.31792  0.243

Entry from OMol25: a 8-piece molecular cluster, C10H26Br4N6O12 overall (wB97M-V/def2-TZVPD).

Calculated values
SMILES   C[N+](=O)[O-].C[N+](=O)[O-].C[N+](=O)[O-].C[N+](=O)[O-].C[N+](=O)[O-].C[N+](=O)[O-].BrCCBr.BrCCBr
Gap between HOMO and LUMO   9.9 eV
E_LUMO   -0.0188 hartree
HOMO energy   -10.424 eV

Each line ends with the Mulliken charge.
Atoms and positions in Å:
1 C 8.44909 -7.94052 20.30983  -0.681
2 N 8.35901 -8.06499 21.80321  0.890
3 O 8.91006 -7.14360 22.43737  -0.522
4 O 7.79309 -9.03583 22.26944  -0.534
5 H 9.13780 -7.17295 19.95683  0.286
6 H 7.43357 -7.72833 19.97550  0.161
7 H 8.89059 -8.85284 19.90878  0.395
8 C 6.34949 -5.69550 17.84639  0.231
9 N 6.50341 -4.55119 16.95357  1.110
10 O 7.40660 -4.57653 16.14688  -0.597
11 O 5.66305 -3.68245 17.06054  -0.563
12 H 5.28589 -5.93362 17.85857  -0.094
13 H 6.73086 -5.44663 18.83670  -0.092
14 H 7.00294 -6.47825 17.46116  0.060
15 C 1.61267 -5.55630 18.16101  -0.763
16 N 2.04673 -6.81121 17.53502  0.886
17 O 1.23781 -7.33983 16.75916  -0.522
18 O 3.12375 -7.32367 17.86935  -0.513
19 H 0.59322 -5.28664 17.88517  0.338
20 H 2.21056 -4.70743 17.82924  0.237
21 H 1.68267 -5.62941 19.24630  0.308
22 C 5.10032 -9.34446 16.23827  -0.323
23 N 5.49123 -10.33735 17.29607  0.907
24 O 4.94286 -11.41797 17.19167  -0.532
25 O 6.35609 -10.02846 18.14480  -0.514
26 H 5.84125 -9.48646 15.45153  0.286
27 H 5.05937 -8.39037 16.76375  -0.097
28 H 4.11066 -9.57152 15.84192  0.292
29 C 8.65467 -2.52176 21.74138  -0.817
30 N 7.95749 -3.35413 20.78865  0.885
31 O 7.72408 -2.93147 19.68470  -0.432
32 O 7.70413 -4.48340 21.12573  -0.495
33 H 9.04627 -1.61900 21.27256  0.240
34 H 9.52019 -3.09414 22.07506  0.336
35 H 7.91861 -2.32098 22.51984  0.290
36 C 10.00764 -6.70303 14.87766  -0.699
37 N 10.14918 -7.76238 15.92167  0.958
38 O 11.17781 -8.40152 15.88337  -0.544
39 O 9.27401 -7.91835 16.70644  -0.541
40 H 8.93737 -6.56622 14.72306  0.245
41 H 10.44418 -7.05133 13.94160  0.292
42 H 10.53491 -5.79026 15.15505  0.269
43 Br 4.02856 -3.75691 20.05620  -0.128
44 C 4.02475 -1.88120 19.35476  -0.628
45 C 3.36550 -0.94513 20.38872  -0.610
46 Br 4.56339 -0.72243 21.95391  -0.162
47 H 3.43323 -1.91731 18.43994  0.407
48 H 5.03980 -1.57568 19.10093  0.337
49 H 2.34795 -1.20503 20.68053  0.375
50 H 3.26884 0.04599 19.94552  0.405
51 Br 9.99236 -0.42040 18.22168  -0.177
52 C 10.19501 -1.75565 16.79981  -0.432
53 C 10.34573 -0.95270 15.52376  -0.603
54 Br 10.64465 -2.21688 14.02960  -0.199
55 H 9.33779 -2.42858 16.77847  0.189
56 H 11.11462 -2.24897 17.11453  0.397
57 H 11.21174 -0.31028 15.68320  0.399
58 H 9.49395 -0.29447 15.35259  0.403

The records above give, respectively, ΔE to the lowest compared entry with this formula, charge and spin values of 4.3070; 3.5905; 0.0000; 3.8912; 0.0000 eV.
The records above give, respectively, calculated total energy values of -8701.9700; -15350.9461; -31449.7456; -7319.1376; -324455.0882 eV.